Entry 1:
89
Properties=species:S:1:pos:R:3 method="wB97M-V/def2-TZVPD" homo_lumo_gap_ev=10.6 e_homo_ha=-0.3996 charge=0 de_lowest_kcal_mol=34.0 smiles="O=C1OC[C@@H](F)O1.O=C1OC[C@@H](F)O1.O=C1OC[C@@H](F)O1.O=C1OC[C@@H](F)O1.O=C1OC[C@@H](F)O1.C[C@H]1COC(=O)O1.C[C@H]1COC(=O)O1.C[C@H]1COC(=O)O1"
C -15.1865 -31.4873 -13.5301
C -16.4570 -30.7229 -13.9393
C -17.8023 -31.3712 -13.6806
O -18.5091 -30.4390 -12.8805
C -17.7723 -29.3153 -12.7348
O -18.1107 -28.3375 -12.1607
O -16.5631 -29.4462 -13.3490
H -14.7908 -31.2126 -12.5510
H -14.4041 -31.3197 -14.2619
H -15.4959 -32.5320 -13.4522
H -16.3456 -30.6892 -15.0283
H -17.7462 -32.3347 -13.1682
H -18.2963 -31.5690 -14.6341
C -21.3974 -30.3691 -14.4491
C -21.1683 -28.8640 -14.6510
C -19.8328 -28.5665 -15.3532
O -20.2020 -28.3609 -16.6966
C -21.5355 -28.1606 -16.8055
O -22.0529 -27.7279 -17.7781
O -22.1203 -28.3976 -15.6170
H -21.0838 -30.7086 -13.4656
H -20.8500 -30.9512 -15.1969
H -22.4516 -30.5683 -14.6421
H -21.2851 -28.3537 -13.7000
H -19.0052 -29.2546 -15.2032
H -19.4510 -27.5926 -15.0160
C -13.4500 -26.7522 -12.4499
C -14.6801 -25.8536 -12.4898
C -15.7609 -26.3003 -11.4655
O -15.6156 -25.3454 -10.4207
C -14.7739 -24.3525 -10.7698
O -14.4001 -23.4879 -10.0535
O -14.3903 -24.5299 -12.0666
H -13.6725 -27.7566 -12.7964
H -12.9848 -26.7341 -11.4621
H -12.6958 -26.2475 -13.0627
H -15.1631 -25.8642 -13.4646
H -15.5649 -27.2828 -11.0486
H -16.7437 -26.1818 -11.9155
C -12.1477 -30.5833 -16.5689
C -11.8007 -31.5106 -15.3886
O -11.3417 -30.6291 -14.4191
C -11.0259 -29.4310 -15.0099
O -10.6478 -28.4914 -14.4048
O -11.2319 -29.5150 -16.3348
F -10.8571 -32.4054 -15.8154
H -13.1854 -30.2533 -16.4566
H -11.9995 -30.9901 -17.5620
H -12.6760 -32.0982 -15.1215
C -18.8822 -30.6258 -19.7535
C -18.7502 -31.4273 -18.4517
O -20.0736 -31.8172 -18.2297
C -20.9281 -31.0309 -18.9054
O -22.1052 -31.1029 -18.7866
O -20.2559 -30.2219 -19.7485
F -18.2627 -30.7527 -17.3744
H -18.7310 -31.2919 -20.6007
H -18.2662 -29.7306 -19.7358
H -18.1118 -32.2924 -18.6285
C -15.4504 -34.9257 -15.8289
C -16.7338 -34.6395 -16.6101
O -16.2512 -33.8984 -17.7205
C -14.9314 -33.6370 -17.6114
O -14.2752 -33.0114 -18.3752
O -14.4732 -34.0987 -16.4340
F -17.5440 -33.7616 -15.9412
H -15.1836 -35.9670 -16.0249
H -15.5453 -34.6758 -14.7766
H -17.2924 -35.5033 -16.9559
C -17.8216 -26.5759 -8.5396
C -18.6512 -27.0387 -7.3531
O -19.3940 -28.0957 -7.9646
C -18.5943 -28.6851 -8.9015
O -18.7024 -29.7894 -9.3039
O -17.6112 -27.8110 -9.2244
F -19.4986 -26.1041 -6.9046
H -16.8682 -26.1174 -8.2912
H -18.3417 -25.9219 -9.2418
H -18.0322 -27.5321 -6.6004
C -14.9495 -26.6854 -16.6465
C -16.3469 -27.3073 -16.7346
O -17.0719 -26.5417 -15.8296
C -16.5048 -25.2990 -15.7250
O -17.0265 -24.3864 -15.1963
O -15.2639 -25.3233 -16.2908
F -16.3434 -28.5991 -16.2813
H -14.4382 -26.7150 -17.6043
H -14.3291 -27.0212 -15.8145
H -16.6423 -27.3445 -17.7843

Entry 2:
66
Properties=species:S:1:pos:R:3 method="wB97M-V/def2-TZVPD" homo_lumo_gap_ev="6.6 / 6.4" e_homo_ha="-0.2696 / -0.2661" charge=0 de_lowest_kcal_mol=28.9
In 0.0584 -0.1999 0.3322
C 3.0413 -0.9225 2.3671
C 2.5206 -2.2568 2.2624
C 2.5137 -2.5852 0.9375
C 3.0431 -1.4327 0.1737
C 3.3556 -0.4318 1.0610
C 3.9543 0.9087 0.7490
C 3.1924 -1.4271 -1.3073
C 2.0392 -3.8315 0.2773
C 2.0567 -3.0782 3.4243
C 3.2661 -0.1949 3.6462
H 3.2728 1.5528 0.1850
H 4.8689 0.8200 0.1589
H 4.2186 1.4447 1.6619
H 2.2211 -1.5242 -1.8047
H 3.7926 -2.2777 -1.6421
H 3.6733 -0.5142 -1.6605
H 2.8524 -4.3225 -0.2657
H 1.2588 -3.6025 -0.4528
H 1.6370 -4.5435 0.9958
H 1.2165 -2.6067 3.9413
H 2.8513 -3.2243 4.1607
H 1.7251 -4.0640 3.1026
H 3.0461 0.8717 3.5623
H 4.3138 -0.2715 3.9575
H 2.6581 -0.6067 4.4515
N 0.4603 1.8123 1.8319
C 0.0479 3.1560 1.4047
C 0.7618 3.6077 0.1374
C 0.2856 2.9370 -1.1447
N 0.7303 1.5427 -1.2806
H -0.1191 1.5005 2.6049
H 1.4288 1.8102 2.1360
H 0.2141 3.8934 2.1975
H -1.0279 3.1163 1.2213
H 1.8440 3.4716 0.2533
H 0.6034 4.6837 0.0317
H 0.6105 3.5255 -2.0083
H -0.8062 2.9264 -1.1625
H 1.7319 1.5119 -1.4497
H 0.2882 1.1656 -2.1320
Cl -0.7090 0.7740 -3.9999
C -0.8764 -2.1920 -4.3520
Cl 0.6081 -2.5446 -5.0511
C -1.0099 -2.2497 -2.9269
O -2.3145 -1.9583 -2.5506
O -0.1423 -2.5064 -2.1327
H -1.6878 -1.9020 -4.9954
F -2.2869 -2.9401 -0.3760
B -2.8399 -2.2056 -1.3189
F -4.0631 -1.7243 -1.0872
C -5.9038 1.3452 -1.1353
N -4.6268 1.3005 -0.4625
C -4.4397 1.1099 0.9579
C -2.9310 0.8889 1.0247
O -2.2938 0.7808 2.0587
N -2.4175 0.8501 -0.2397
C -3.4402 1.1028 -1.0775
N -3.3212 1.1585 -2.3895
H -6.6910 1.2081 -0.3981
H -5.9881 0.5387 -1.8683
H -6.0681 2.3037 -1.6329
H -4.9640 0.2257 1.3298
H -4.7350 1.9786 1.5476
H -2.4300 0.9665 -2.8859
H -4.1291 1.3505 -2.9544

Entry 3:
12
Properties=species:S:1:pos:R:3 method="wB97M-V/def2-TZVPD" homo_lumo_gap_ev=9.1 e_homo_ha=-0.3207 charge=0 de_lowest_kcal_mol=84.0 smiles="COCC(O)=S"
C -1.7122 2.0601 -0.9425
C 0.0523 0.7263 -0.3613
C 0.3631 -0.6417 0.5145
H -1.0360 2.0498 -1.9787
H -2.9678 1.9669 -0.9696
H -1.2774 2.9898 -0.3075
H 0.3101 0.2651 -1.3610
H 0.6971 1.4511 -0.1332
H -1.3953 -0.3347 1.0286
O -1.4247 0.9002 -0.3018
O -0.6479 -1.0515 1.2510
S 1.8769 -1.2529 0.0540